Here is 13 unconnected molecules or ions with the total composition C16H58N12O13 from OMol25. Energies are from ωB97M-V/def2-TZVPD.

Geometry as XYZ:
```
99
Properties=species:S:1:pos:R:3
C -8.8330 11.4770 16.3930
C -8.3830 12.3340 15.2680
O -7.1160 12.0310 14.9390
H -8.1070 11.4020 17.2330
H -8.9480 10.4810 15.9240
H -9.8150 11.7680 16.7350
H -8.4010 13.3750 15.5570
H -9.0410 12.1260 14.4360
H -6.5500 12.8060 15.0340
C -7.9300 17.8440 17.7420
C -6.4910 17.4160 17.8100
O -5.5670 18.4960 18.0140
H -8.0980 18.5960 16.9400
H -8.3250 18.2120 18.6860
H -8.5840 16.9470 17.4650
H -6.4020 16.8520 16.8720
H -6.4220 16.6620 18.5490
H -5.8200 19.2010 17.4400
C -12.9180 18.6220 18.7880
C -12.2860 17.8080 17.6540
O -11.0220 17.4180 18.0490
H -13.2890 18.0750 19.6610
H -13.7950 19.1120 18.3780
H -12.1380 19.2660 19.1810
H -12.1440 18.5120 16.8200
H -12.9370 16.9870 17.2680
H -10.6920 17.1290 17.2150
C -6.0780 13.8610 17.0960
O -7.1050 14.4540 17.8750
N -5.7680 14.3950 15.9230
N -5.3860 12.8260 17.4940
H -6.2990 15.1810 15.5270
H -4.8190 14.4560 15.5580
H -5.6300 12.3590 18.3390
H -4.7050 12.3980 16.8840
C -10.7350 13.2280 18.8420
O -11.7780 12.7080 18.0680
N -9.6720 12.7260 19.2290
N -10.8220 14.4070 19.3170
H -9.4170 11.7540 19.0170
H -8.9970 13.2590 19.7570
H -11.6090 14.9250 19.0490
H -10.1350 14.9510 19.8830
C -7.9960 15.0460 21.2630
O -7.6100 13.7150 21.1330
N -8.0920 15.7230 22.3560
N -8.3770 15.7320 20.1910
H -7.9640 15.2590 23.3150
H -8.2260 16.7390 22.2470
H -8.1250 15.3840 19.2250
H -8.9720 16.5860 20.2420
C -8.5020 15.1170 13.2890
O -7.2690 14.5890 13.6810
N -9.4660 14.3990 12.8390
N -8.8150 16.3550 13.5450
H -9.2110 13.3860 12.7610
H -10.3980 14.7630 12.9890
H -9.4260 16.9770 12.9860
H -8.1030 16.9460 14.0120
C -12.9960 12.1010 14.4160
O -11.6430 12.0640 14.2370
N -13.4800 12.5200 15.5910
N -13.9440 11.7530 13.5880
H -12.8360 12.6170 16.3530
H -14.4280 12.9140 15.6400
H -13.5080 11.3010 12.7670
H -14.9380 11.4550 13.8190
C -12.0030 16.1780 12.1210
O -11.0510 17.0460 11.9870
N -12.1460 15.4480 13.2270
N -12.7530 15.8470 11.1630
H -11.6630 15.8290 14.0160
H -12.8990 14.7440 13.2810
H -12.5970 16.3660 10.3030
H -13.4720 15.1020 11.2520
C -12.5980 18.6200 14.1590
O -12.9160 19.9480 14.4190
H -13.0790 18.0360 14.9070
H -11.5070 18.4020 14.1310
H -13.1230 18.2660 13.3150
H -12.8920 20.3850 13.5620
C -8.9270 19.4690 14.4110
O -9.0810 19.2910 13.0990
H -7.8780 19.5990 14.6520
H -9.2690 18.6290 15.0040
H -9.4540 20.3560 14.6860
H -8.3690 19.7670 12.6120
C -14.7800 15.4050 15.3870
O -15.6760 14.4590 15.8930
H -15.2430 16.3730 15.4490
H -14.7680 15.2210 14.3640
H -13.7590 15.3150 15.7510
H -15.7670 14.6630 16.8160
C -10.4820 14.9770 16.2220
O -10.6380 16.1350 15.5060
H -10.5170 14.0780 15.5830
H -11.4120 14.8330 16.7090
H -9.6220 14.9870 16.8780
H -9.9290 16.0550 14.8470
```

For the frontier orbital gap, the calculation gives 8.797 eV. As for the HOMO energy: -8.5385 eV. The calculation puts the largest force on an atom at 9.26 eV/A. The energy above the lowest of the compared OMol25 structures with the same formula, charge and spin is 717.3 kJ/mol. The LUMO energy is 0.3 eV. As for the spin multiplicity: 1. Its total energy is -2279.521828 a.u.

Atom charges from the Mulliken analysis, given in e for atoms 1 to 5: -1.11 0.07 -0.71 0.22 0.30

Here is 3 unconnected molecules or ions with the total composition C25H42F6I2N2O8 from OMol25. Energies are from ωB97M-V/def2-TZVPD.

Geometry as XYZ:
```
85
Properties=species:S:1:pos:R:3
C 2.6998 -2.0375 2.7134
C 3.3925 -0.9087 1.7628
N 2.5496 -0.8309 0.5358
C 2.4776 0.5473 -0.0389
C 1.6668 1.6038 0.8255
C 0.0751 1.4498 0.7946
C -0.3213 0.3097 1.8476
N -1.7473 0.2831 2.2766
O -0.4530 1.3032 -0.5352
C -0.5999 -0.0512 -0.9829
C -2.1054 -0.6513 -0.8267
C -2.1480 -2.0488 -0.0437
C -1.1324 -3.1556 -0.5901
O -1.3949 -4.3883 0.1827
C -0.4992 -4.4730 1.2905
C -0.7827 -3.8852 2.7406
O 0.5741 -5.0907 1.0927
C -0.5846 2.8531 1.3233
I -0.4825 4.1946 -0.4486
C 0.2143 3.5938 2.4848
C 0.0519 2.9595 3.9582
I -0.7553 5.5945 2.6736
C 3.1105 -1.6783 -0.5603
C 4.5918 -1.5428 -1.1297
O 2.3892 -2.5756 -1.0667
H 1.8596 -1.5458 3.3030
H 2.1997 -2.7679 1.9765
H 3.4629 -2.5935 3.3448
H 3.5370 0.0861 2.2976
H 4.4568 -1.3148 1.5666
H 3.5599 0.9321 -0.1389
H 2.0694 0.5316 -1.1170
H 1.9855 1.5292 1.9312
H 1.9593 2.6503 0.4768
H 0.2927 0.5242 2.8016
H 0.0157 -0.7525 1.5454
H -2.3803 0.7320 1.6068
H -1.8758 0.7129 3.2090
H -0.4210 -0.0387 -2.1243
H 0.1946 -0.7848 -0.5858
H -2.5185 -0.8722 -1.8820
H -2.8317 0.1346 -0.3981
H -3.2095 -2.4762 -0.1907
H -1.9931 -1.9715 1.0795
H -0.0416 -2.8817 -0.3282
H -1.1679 -3.3307 -1.7139
H -1.7754 -3.3046 2.8124
H -0.8685 -4.7387 3.5062
H 0.0377 -3.1336 3.0361
H -1.6921 2.7689 1.5501
H 1.2987 3.8533 2.2801
H 0.9090 2.2094 4.1332
H 0.1416 3.8378 4.6960
H -0.9348 2.4225 4.1283
H 5.2244 -2.4387 -0.7760
H 4.6362 -1.4435 -2.2695
H 5.1431 -0.6175 -0.7180
C -5.4115 -5.9905 -2.0018
C -5.2076 -4.7709 -2.8781
O -6.4561 -4.0992 -3.1118
C -6.8666 -3.2631 -2.1391
O -6.2617 -3.0633 -1.1194
C -8.1729 -2.5819 -2.5351
F -9.0628 -3.4431 -3.0691
F -7.9734 -1.6178 -3.4574
F -8.7886 -1.9959 -1.4948
H -6.1678 -6.6511 -2.4334
H -4.4783 -6.5460 -1.8904
H -5.7658 -5.7068 -1.0081
H -4.8298 -5.0793 -3.8553
H -4.4707 -4.0857 -2.4504
C 4.2864 7.9087 -1.7974
C 3.2970 6.8847 -2.3170
O 3.9399 5.6164 -2.5209
C 4.0799 4.8444 -1.4274
O 3.7104 5.1564 -0.3264
C 4.7285 3.5128 -1.7925
F 5.7817 3.6614 -2.6208
F 3.8624 2.6903 -2.4196
F 5.1825 2.8441 -0.7171
H 5.1505 7.9795 -2.4627
H 3.8186 8.8920 -1.7188
H 4.6650 7.6261 -0.8123
H 2.9153 7.2028 -3.2895
H 2.4355 6.7822 -1.6517
```

For the frontier orbital gap, the calculation gives 8.278 eV. As for the HOMO energy: -8.3027 eV. The calculation puts the largest force on an atom at 4.35 eV/A. The energy above the lowest of the compared OMol25 structures with the same formula, charge and spin is 384.7 kJ/mol. The LUMO energy is 0.0 eV. As for the spin multiplicity: 1. Its total energy is -2883.668531 a.u.

Atom charges from the Mulliken analysis, given in e for atoms 1 to 5: -0.59 -0.46 0.92 -1.31 0.02

Here is 13 unconnected molecules or ions with the total composition H26O13 from OMol25. Energies are from ωB97M-V/def2-TZVPD.

Geometry as XYZ:
```
39
Properties=species:S:1:pos:R:3
O 25.5288 -19.1113 -4.2557
H 25.0330 -18.3008 -4.1392
H 25.5182 -19.2654 -5.2003
O 31.5242 -12.1338 -8.1543
H 32.3943 -11.7530 -8.2735
H 31.4968 -12.8669 -8.7692
O 24.9470 -9.5683 -7.8830
H 24.9717 -8.7806 -8.4263
H 25.8096 -9.6018 -7.4694
O 29.2231 -17.9561 -7.0474
H 29.0125 -18.8787 -7.1908
H 30.1664 -17.9476 -6.8854
O 29.1489 -9.1193 -6.5642
H 29.8514 -8.4695 -6.5441
H 29.5622 -9.9088 -6.9137
O 26.1458 -11.8389 -2.5212
H 26.7387 -11.2086 -2.1121
H 26.5838 -12.0869 -3.3353
O 23.4267 -15.3535 -2.9199
H 24.1272 -14.8719 -2.4801
H 22.9512 -14.6866 -3.4153
O 22.2958 -13.5086 -6.6340
H 22.7895 -12.7162 -6.8454
H 21.7351 -13.6525 -7.3963
O 23.9499 -18.7270 -8.4997
H 23.7549 -17.8130 -8.2927
H 23.1365 -19.0676 -8.8720
O 32.3062 -13.2732 -3.9187
H 32.2331 -12.9476 -4.8159
H 32.6826 -12.5425 -3.4282
O 26.6400 -12.3745 -11.2773
H 26.6299 -11.7473 -10.5543
H 27.0667 -11.9065 -11.9950
O 33.4915 -17.1786 -6.0666
H 33.1970 -16.4821 -5.4798
H 34.1867 -17.6232 -5.5815
O 27.3214 -13.8134 -6.2548
H 26.6274 -14.3380 -6.6541
H 28.0328 -14.4347 -6.0994
```

For the frontier orbital gap, the calculation gives 10.916 eV. As for the HOMO energy: -10.9523 eV. The calculation puts the largest force on an atom at 0.38 eV/A. The energy above the lowest of the compared OMol25 structures with the same formula, charge and spin is 293.9 kJ/mol. The LUMO energy is 0.0 eV. As for the spin multiplicity: 1. Its total energy is -993.661277 a.u.

Atom charges from the Mulliken analysis, given in e for atoms 1 to 5: -0.64 0.32 0.32 -0.63 0.32

Here is a molecular structure, C8H15BrNO from OMol25. Energies are from ωB97M-V/def2-TZVPD.

Geometry as XYZ:
```
26
Properties=species:S:1:pos:R:3
C -0.6021 1.3791 -0.0513
C -1.6897 0.8717 -0.1436
C 2.3992 -2.8024 -0.5313
C 0.7095 1.8735 -0.0758
C 2.7335 -1.5766 0.2605
C 1.7609 0.8708 0.5325
C 2.1063 -0.2728 -0.5031
C -3.0165 0.3943 -0.2599
N -3.9420 1.3733 1.0776
O -3.6631 0.7445 -1.3772
Br -3.2792 -1.5422 0.2673
H 1.2776 -3.0487 -0.6714
H 2.8454 -2.7209 -1.4355
H 2.7858 -3.8421 -0.0709
H 0.7007 2.6462 0.6416
H 0.8537 2.1976 -1.0752
H 3.8667 -1.4999 0.2118
H 2.4038 -1.5098 1.3238
H 1.4656 0.5081 1.4703
H 2.6382 1.4552 0.6302
H 1.2199 -0.6077 -1.0293
H 2.8525 0.1754 -1.2308
H -3.1710 1.9697 1.3293
H -4.6140 1.9007 0.5902
H -4.2931 0.8987 1.8737
H -4.3485 0.1644 -1.7532
```

For the frontier orbital gap, the calculation gives 9.108 eV. As for the HOMO energy: -13.1867 eV. The charge is +1. The calculation puts the largest force on an atom at 5.73 eV/A. The energy above the lowest of the compared OMol25 structures with the same formula, charge and spin is 314.0 kJ/mol. The LUMO energy is -4.1 eV. As for the spin multiplicity: 1. Its total energy is -3017.458968 a.u.

Atom charges from the Mulliken analysis, given in e for atoms 1 to 5: 0.41 -0.58 -1.21 -0.56 -0.26

Here is C5H11N3 in the gas phase from OMol25. Energies are from ωB97M-V/def2-TZVPD.

Geometry as XYZ:
```
19
Properties=species:S:1:pos:R:3
C -2.9602 -0.5645 -0.0092
N -2.3948 0.3273 -0.6748
N -1.0537 0.1990 -0.4917
C -0.1853 1.3936 -0.4663
C 0.6769 0.7328 0.6433
N 1.9595 0.2105 0.2771
C 2.1612 -0.7341 -0.8412
C -0.5636 -0.2634 0.7986
H -4.1141 -0.6973 -0.0286
H -2.3315 -1.3442 0.5181
H -0.5474 2.3945 -0.1674
H 0.3593 1.5622 -1.3118
H 0.8935 1.3991 1.4972
H 2.3259 -0.2927 1.1600
H 2.2625 -0.1969 -1.8676
H 1.5425 -1.6649 -0.8479
H 3.2798 -1.0524 -0.7337
H -1.1341 -0.0873 1.6629
H -0.1764 -1.3211 0.8829
```

For the frontier orbital gap, the calculation gives 9.490 eV. As for the HOMO energy: -8.5809 eV. The calculation puts the largest force on an atom at 4.30 eV/A. The energy above the lowest of the compared OMol25 structures with the same formula, charge and spin is 381.6 kJ/mol. The LUMO energy is 0.9 eV. Its structure (SMILES) is C=NN1CC(NC)C1. As for the spin multiplicity: 1. Its total energy is -361.244035 a.u.

Atom charges from the Mulliken analysis, given in e for atoms 1 to 5: -0.31 -0.74 0.53 -0.92 0.05

Here is C4H6OS in the gas phase from OMol25. Energies are from ωB97M-V/def2-TZVPD.

Geometry as XYZ:
```
12
Properties=species:S:1:pos:R:3
C -1.3135 -2.0307 0.4977
C -0.8467 -0.9795 0.1399
C -0.1845 0.5017 0.0183
C 0.7796 0.8012 1.2049
O 0.6859 0.7213 -1.1092
S -0.0535 0.6019 -2.5929
H -1.5799 -3.0845 0.4471
H -1.1737 1.1448 0.1934
H 0.2275 1.0790 2.0638
H 1.4845 1.5896 0.8090
H 1.3547 0.0105 1.5908
H 0.6196 -0.3553 -3.2626
```

For the frontier orbital gap, the calculation gives 9.966 eV. As for the HOMO energy: -9.2664 eV. The calculation puts the largest force on an atom at 3.20 eV/A. The energy above the lowest of the compared OMol25 structures with the same formula, charge and spin is 410.3 kJ/mol. The LUMO energy is 0.7 eV. Its structure (SMILES) is C#C[C@@H](C)OS. As for the spin multiplicity: 1. Its total energy is -629.290910 a.u.

Atom charges from the Mulliken analysis, given in e for atoms 1 to 5: 0.02 -0.53 0.38 -1.17 -0.30

Here is a molecular structure, C24H23N4O5PdSi from OMol25. Energies are from ωB97M-V/def2-TZVPD.

Geometry as XYZ:
```
58
Properties=species:S:1:pos:R:3
Pd 0.2794 -0.4063 -0.0056
N 3.3998 0.6091 -0.8878
C 3.1053 0.8835 0.4375
C 4.1432 1.2940 1.2796
C 3.8607 1.5768 2.5975
C 2.5486 1.4623 3.0488
C 1.5836 1.0579 2.1549
N 1.8583 0.7630 0.8762
C 2.5857 0.1146 -1.9026
C 3.2016 -0.5216 -2.9819
C 2.4333 -0.9361 -4.0494
C 1.0642 -0.6916 -4.0207
C 0.5356 -0.0664 -2.9136
N 1.2669 0.3192 -1.8549
H 4.3817 0.5639 -1.0933
H 5.1468 1.3939 0.8857
H 4.6495 1.8926 3.2672
H 2.2864 1.6832 4.0730
H 0.5452 0.9651 2.4418
H 4.2728 -0.6825 -2.9701
H 2.8892 -1.4421 -4.8896
H 0.4232 -0.9960 -4.8351
H -0.5236 0.1453 -2.8486
O -5.3526 1.9583 -1.4106
C -4.2236 1.5564 -1.2315
C -3.0950 2.3451 -0.6221
O -3.1157 3.5262 -0.3252
C -1.9809 1.3988 -0.4670
C -2.3606 0.1138 -0.9743
O -1.5967 -0.9228 -0.9490
C -3.6986 0.1843 -1.5594
O -4.2916 -0.6671 -2.2058
O -0.8512 1.6341 0.0518
C 0.8622 -4.5207 1.9552
Si 0.8717 -2.8602 1.0175
C 0.4942 -3.3769 -0.7844
C 2.7220 -2.3615 1.0595
N -0.0774 -1.6155 1.6834
C -1.2017 -1.5376 2.4627
C -1.9758 -0.3614 2.4832
C -3.0946 -0.2485 3.2873
C -3.4817 -1.2935 4.1182
C -2.7203 -2.4535 4.1249
C -1.6037 -2.5810 3.3165
H 1.5985 -5.1922 1.5063
H -0.1106 -5.0166 1.9129
H 1.1309 -4.3873 3.0069
H 1.1831 -4.1617 -1.1127
H 0.5792 -2.5471 -1.4861
H -0.5253 -3.7593 -0.8701
H 3.3448 -3.2444 1.2305
H 2.9363 -1.6450 1.8560
H 3.0327 -1.9282 0.1061
H -1.6884 0.4578 1.8345
H -3.6776 0.6645 3.2605
H -4.3627 -1.2067 4.7415
H -3.0047 -3.2805 4.7662
H -1.0217 -3.4940 3.3378
```

For the frontier orbital gap (spin up / spin down), the calculation gives 5.300 / 5.313 eV. As for the HOMO energy (spin up / spin down): -3.6931 / -3.6914 eV. The charge is -1. The calculation puts the largest force on an atom at 1.45 eV/A. The energy above the lowest of the compared OMol25 structures with the same formula, charge and spin is 108.7 kJ/mol. The LUMO energy (spin up / spin down) is 1.6 / 1.6 eV. As for the spin multiplicity: 1. Its total energy is -1941.054702 a.u.

Atom charges from the Mulliken analysis, given in e for atoms 1 to 5: 0.17 -0.05 0.51 -0.81 -0.41

Here is C23H32N4O in the gas phase from OMol25. Energies are from ωB97M-V/def2-TZVPD.

Geometry as XYZ:
```
60
Properties=species:S:1:pos:R:3
C 1.4605 1.2724 2.7464
C 1.0794 1.1479 1.3102
N 0.2991 2.0876 0.8005
C -0.0657 1.9755 -0.4709
C -0.8651 3.0989 -1.0477
C 0.0550 4.2469 -1.5057
C -0.7878 5.4606 -1.8885
C 0.9314 3.8191 -2.6789
C 0.3441 0.8863 -1.2335
C 1.1860 -0.0370 -0.6237
C 1.7223 -1.1429 -1.4881
O 1.7092 -0.9853 -2.7031
N 2.2299 -2.2625 -0.9283
C 2.6407 -3.3419 -1.8061
C 1.5502 -4.4123 -1.8608
C 1.1980 -4.8916 -0.4517
C 0.8971 -3.7236 0.4945
N -0.3691 -3.1176 0.1534
C -0.9176 -2.0949 0.9115
C -0.6861 -1.9537 2.2774
C -1.3063 -0.9391 2.9814
C -2.1617 -0.0361 2.3700
C -2.7808 1.0802 3.1546
C -2.4157 -0.1818 1.0031
C -3.3576 0.7488 0.3021
C -1.7949 -1.1978 0.3003
C 2.0518 -2.6969 0.4341
N 1.5558 0.1040 0.6457
H 2.4647 0.8885 2.9020
H 0.7673 0.6795 3.3413
H 1.3911 2.3097 3.0586
H -1.4554 2.7455 -1.8942
H -1.5314 3.4844 -0.2751
H 0.6986 4.5150 -0.6608
H -1.3880 5.7968 -1.0462
H -0.1475 6.2819 -2.2018
H -1.4557 5.2144 -2.7116
H 1.5581 2.9715 -2.4116
H 0.3159 3.5363 -3.5306
H 1.5793 4.6382 -2.9832
H 0.0617 0.7620 -2.2657
H 2.8203 -2.9234 -2.7975
H 3.5709 -3.7662 -1.4155
H 1.8932 -5.2546 -2.4630
H 0.6700 -3.9934 -2.3525
H 0.3344 -5.5578 -0.4879
H 2.0414 -5.4530 -0.0438
H 0.8227 -4.1099 1.5166
H -0.4788 -2.9622 -0.8398
H -0.0261 -2.6290 2.7985
H -1.1172 -0.8510 4.0431
H -2.4050 2.0410 2.8015
H -3.8645 1.0821 3.0441
H -2.5405 0.9855 4.2108
H -3.3536 0.5686 -0.7699
H -4.3734 0.6063 0.6717
H -3.0804 1.7849 0.4849
H -1.9877 -1.3017 -0.7602
H 1.8320 -1.8375 1.0660
H 2.9812 -3.1654 0.7734
```

For the frontier orbital gap, the calculation gives 7.993 eV. As for the HOMO energy: -7.6351 eV. The calculation puts the largest force on an atom at 0.87 eV/A. The energy above the lowest of the compared OMol25 structures with the same formula, charge and spin is 0.0 kJ/mol. The LUMO energy is 0.4 eV. Its structure (SMILES) is Cc1nc(CC(C)C)cc(C(=O)N2CCC[C@H](Nc3ccc(C)c(C)c3)C2)n1. As for the spin multiplicity: 1. Its total energy is -1189.954920 a.u.

Atom charges from the Mulliken analysis, given in e for atoms 1 to 5: -1.28 0.24 -0.41 1.00 -1.39